1.
{
  "formula": "C4H11N3S",
  "method": "ωB97M-V/def2-TZVPD",
  "elements": ["C", "C", "C", "C", "N", "N", "N", "S", "H", "H", "H", "H", "H", "H", "H", "H", "H", "H", "H"],
  "positions_angstrom": [[-0.564, -0.242, -1.264], [-2.738, 0.742, -1.526], [1.842, -0.133, 1.475], [2.999, 0.537, 1.000], [-1.591, 0.322, -1.613], [-3.647, 0.099, -2.529], [1.891, -1.024, 2.689], [0.283, 0.198, 1.020], [0.358, -0.196, -1.715], [-3.229, 1.664, -1.108], [3.612, -0.053, 0.399], [3.732, 0.563, 1.813], [2.681, 1.424, 0.341], [-4.338, -0.432, -1.977], [-3.141, -0.569, -3.064], [-4.049, 0.810, -3.284], [2.855, -1.595, 2.755], [1.061, -1.535, 2.968], [1.984, -0.580, 3.620]],
  "forces_ev_per_angstrom": [[-1.6326, -0.2640, 0.3736], [-3.9962, 2.4162, -1.2434], [-5.2452, 0.2524, 0.5615], [0.7996, 1.3586, -0.2235], [3.1281, -1.1317, 1.5483], [-1.4460, 1.8600, -0.7045], [4.2664, -0.9329, 1.6505], [1.7771, -0.5595, 0.9099], [1.9208, 0.3248, -1.2954], [1.2603, -1.0769, -0.0297], [0.7458, -1.5542, -1.7955], [-0.1056, 1.5114, 0.2576], [0.9324, -0.9753, 1.6642], [-0.4985, 0.4485, -0.7649], [0.7005, -0.9158, -0.6382], [0.4237, -1.7494, 2.1536], [-2.7883, 0.6227, -0.5826], [-0.5430, -1.0059, -1.3015], [0.3006, 1.3713, -0.5399]],
  "lowdin_charge": [-0.02, -0.12, -0.71, -0.09, -0.02, 0.21, 0.14, 0.91, 0.05, 0.18, 0.08, 0.12, 0.15, 0.18, 0.14, 0.24, 0.25, 0.15, 0.18],
  "charge": 2,
  "spin_multiplicity": 1,
  "homo_ev": [-15.52, -15.52],
  "lumo_ha": [-0.2976, -0.2976],
  "orbital_gap_ev": [7.4, 7.4]
}

2.
{
  "formula": "C4H9N3O",
  "method": "ωB97M-V/def2-TZVPD",
  "elements": ["C", "C", "N", "C", "C", "O", "N", "N", "H", "H", "H", "H", "H", "H", "H", "H", "H"],
  "positions_angstrom": [[-0.487, 1.663, -0.967], [-1.247, -1.580, 0.214], [0.481, 0.701, -0.480], [0.379, 0.207, 0.853], [-0.373, -0.838, 1.172], [1.156, 0.848, 1.782], [1.297, 0.176, -1.394], [2.071, -0.741, -1.165], [1.691, 1.520, 1.361], [2.030, -1.148, -0.217], [-0.368, -1.170, 2.202], [-0.153, 2.692, -0.790], [-1.449, 1.503, -0.475], [-0.589, 1.512, -2.054], [-1.105, -1.256, -0.803], [-1.045, -2.651, 0.276], [-2.287, -1.438, 0.484]],
  "forces_ev_per_angstrom": [[0.0122, 0.2121, -0.5505], [0.2199, -0.1428, 0.4082], [-0.5408, 0.0266, 1.2511], [0.2346, -0.1796, -0.3119], [0.0795, 0.0947, 0.0463], [-0.2185, -0.2641, 0.2782], [-0.0479, 0.5553, -1.1258], [0.7655, -0.9949, -0.0603], [0.0955, 0.1608, -0.2702], [-0.2827, 0.3566, 0.3348], [0.0267, 0.0728, 0.0867], [-0.1350, -0.0802, 0.0090], [0.1128, -0.0009, -0.0868], [-0.0242, 0.1001, 0.4638], [0.0591, 0.0907, -0.3939], [-0.0173, 0.0029, -0.0873], [-0.3392, -0.0101, 0.0088]],
  "lowdin_charge": [-0.04, -0.08, -0.19, -0.39, -0.08, 0.06, -0.08, 0.05, 0.11, 0.05, 0.12, 0.08, 0.09, 0.09, 0.06, 0.08, 0.07],
  "charge": 0,
  "spin_multiplicity": 1,
  "smiles": "[H]/N=N\\N(C)/C(O)=C\\C",
  "homo_ev": -9.19,
  "lumo_ha": 0.0289,
  "orbital_gap_ev": 10.0
}

3.
{
  "formula": "C42H68O44S5",
  "method": "ωB97M-V/def2-TZVPD",
  "elements": ["C", "C", "C", "O", "C", "O", "O", "H", "H", "H", "H", "H", "H", "C", "C", "C", "O", "C", "O", "O", "H", "H", "H", "H", "H", "H", "C", "C", "C", "O", "C", "O", "O", "H", "H", "H", "H", "H", "H", "C", "C", "C", "O", "C", "O", "O", "H", "H", "H", "H", "H", "H", "C", "C", "C", "O", "C", "O", "O", "H", "H", "H", "H", "H", "H", "C", "C", "C", "O", "C", "O", "O", "H", "H", "H", "H", "H", "H", "C", "C", "C", "O", "C", "O", "O", "H", "H", "H", "H", "H", "H", "C", "C", "C", "O", "C", "O", "O", "H", "H", "H", "H", "H", "H", "C", "C", "O", "S", "O", "O", "O", "H", "H", "H", "H", "C", "C", "O", "S", "O", "O", "O", "H", "H", "H", "H", "C", "C", "O", "S", "O", "O", "O", "H", "H", "H", "H", "C", "C", "O", "S", "O", "O", "O", "H", "H", "H", "H", "C", "C", "O", "S", "O", "O", "O", "H", "H", "H", "H"],
  "positions_angstrom": [[19.497, 10.444, 18.194], [18.993, 11.023, 16.849], [17.497, 10.669, 16.724], [16.851, 11.861, 17.260], [17.670, 12.903, 17.204], [17.392, 14.043, 17.370], [18.912, 12.508, 16.808], [19.679, 9.418, 18.029], [18.759, 10.582, 18.961], [20.368, 11.030, 18.466], [19.607, 10.608, 16.050], [17.173, 9.771, 17.262], [17.257, 10.604, 15.623], [12.467, 23.427, 13.442], [11.580, 22.265, 13.869], [10.983, 21.459, 12.689], [11.826, 20.293, 12.686], [12.498, 20.178, 13.870], [13.328, 19.338, 14.026], [12.250, 21.217, 14.641], [13.172, 23.777, 14.226], [11.936, 24.307, 13.138], [13.182, 23.249, 12.623], [10.702, 22.588, 14.449], [11.168, 22.138, 11.872], [9.903, 21.101, 12.798], [8.054, 15.389, 12.913], [9.397, 16.043, 12.735], [9.652, 17.115, 13.811], [11.002, 16.794, 14.249], [11.507, 15.717, 13.711], [12.575, 15.267, 13.833], [10.584, 15.163, 12.872], [7.347, 15.893, 12.240], [7.794, 15.466, 13.942], [8.199, 14.339, 12.683], [9.441, 16.350, 11.712], [8.961, 16.991, 14.640], [9.644, 18.119, 13.372], [22.265, 16.974, 15.996], [21.574, 15.801, 15.362], [20.842, 16.074, 14.017], [21.789, 15.679, 13.029], [22.750, 14.902, 13.546], [23.568, 14.274, 12.981], [22.670, 14.883, 14.911], [22.856, 16.615, 16.817], [21.478, 17.690, 16.371], [22.884, 17.384, 15.222], [20.931, 15.220, 16.022], [20.511, 17.028, 13.729], [19.961, 15.472, 14.016], [15.742, 14.281, 13.892], [15.855, 15.768, 13.618], [15.146, 16.418, 14.851], [16.312, 16.519, 15.708], [17.440, 16.549, 14.984], [18.520, 16.840, 15.488], [17.254, 16.229, 13.717], [16.223, 13.566, 13.208], [14.682, 14.005, 13.913], [16.157, 14.129, 14.907], [15.541, 16.028, 12.632], [14.473, 15.647, 15.434], [14.627, 17.396, 14.667], [13.131, 12.884, 19.498], [12.639, 12.486, 18.100], [13.551, 13.298, 17.104], [13.913, 12.294, 16.081], [13.707, 11.031, 16.552], [13.986, 10.029, 15.985], [13.052, 11.113, 17.760], [12.908, 13.933, 19.769], [14.224, 12.716, 19.561], [12.748, 12.281, 20.306], [11.604, 12.615, 17.938], [14.469, 13.613, 17.566], [13.145, 14.122, 16.565], [12.982, 19.014, 17.358], [11.598, 18.727, 17.870], [10.896, 19.918, 18.474], [10.445, 20.608, 17.292], [10.127, 19.686, 16.367], [9.495, 19.881, 15.374], [10.685, 18.483, 16.738], [12.906, 19.911, 16.753], [13.456, 18.201, 16.789], [13.599, 19.257, 18.259], [11.554, 17.757, 18.454], [11.535, 20.522, 19.062], [9.993, 19.632, 19.005], [15.262, 18.367, 8.678], [14.996, 18.802, 10.133], [16.319, 18.744, 10.878], [16.272, 20.027, 11.567], [15.319, 20.812, 11.047], [15.114, 21.981, 11.345], [14.614, 20.199, 10.161], [16.160, 18.864, 8.304], [14.377, 18.589, 8.114], [15.478, 17.279, 8.541], [14.247, 18.235, 10.628], [17.202, 18.685, 10.214], [16.321, 17.979, 11.675], [17.279, 16.820, 18.696], [16.653, 18.149, 18.447], [15.447, 18.255, 19.286], [14.966, 16.798, 19.670], [14.073, 16.192, 18.697], [14.453, 16.802, 21.043], [16.385, 16.137, 19.676], [18.269, 16.873, 19.189], [17.285, 16.293, 17.763], [16.324, 18.199, 17.431], [17.262, 19.043, 18.654], [16.302, 21.952, 14.759], [15.870, 20.534, 14.861], [16.788, 19.874, 15.759], [18.284, 20.536, 15.547], [19.030, 19.808, 14.545], [18.829, 20.762, 16.828], [17.788, 21.936, 14.944], [15.954, 22.689, 15.528], [16.005, 22.288, 13.774], [15.922, 20.041, 13.893], [14.866, 20.559, 15.229], [19.961, 14.249, 10.518], [19.801, 12.840, 9.991], [18.398, 12.562, 10.139], [17.582, 13.882, 9.828], [16.441, 14.067, 10.734], [17.452, 13.969, 8.439], [18.679, 14.902, 10.304], [20.788, 14.792, 9.989], [20.190, 14.245, 11.603], [20.362, 12.052, 10.496], [19.975, 12.791, 8.933], [13.236, 13.099, 11.597], [12.326, 12.275, 12.479], [12.633, 10.897, 12.263], [13.033, 10.709, 10.729], [11.899, 10.199, 9.994], [14.267, 9.956, 10.738], [13.296, 12.202, 10.451], [14.209, 13.271, 11.997], [12.727, 13.978, 11.286], [11.289, 12.438, 12.313], [12.511, 12.447, 13.519], [16.567, 9.717, 12.953], [16.989, 9.439, 11.504], [18.369, 9.051, 11.568], [18.711, 8.480, 13.041], [19.938, 9.144, 13.442], [18.632, 7.052, 12.982], [17.399, 8.942, 13.822], [15.570, 9.330, 13.112], [16.600, 10.772, 13.252], [17.011, 10.249, 10.800], [16.394, 8.584, 11.140]],
  "forces_ev_per_angstrom": [[-0.0618, 2.4841, -1.0577], [-1.1737, -0.2745, 1.3459], [0.2887, 0.7123, -1.8966], [-0.5995, -0.8772, 0.2705], [1.3923, -0.8332, -1.1154], [-0.5882, 0.5857, 0.3830], [0.4242, -1.3533, 0.3308], [0.4846, -1.1439, 0.0436], [-0.4282, 0.0016, 0.4251], [0.4655, -0.4139, 0.2415], [-0.1526, 0.6643, -0.2402], [0.0462, 0.4509, -0.1171], [-0.2248, -0.0577, 1.2891], [1.9925, -0.1305, 0.5182], [-1.6830, -0.3908, 0.2594], [-0.1935, -0.3298, 1.1908], [-0.1891, -0.0794, -0.1877], [0.2147, 0.6036, -2.4424], [-0.2073, -0.6609, 0.6643], [0.0604, 1.1907, 0.5878], [-0.7635, -0.3450, 0.0911], [-0.8344, 0.2579, -0.0171], [-0.4891, -0.6991, -0.0376], [0.7300, 0.1526, 0.3054], [-0.2460, -0.6548, -1.0609], [1.5064, 0.8264, -0.0715], [0.8915, -0.4915, -0.4613], [0.8505, -0.2232, 0.4222], [1.0823, -0.5841, -1.1628], [-0.1617, 1.7208, 1.1453], [-3.6912, 0.3347, -1.9007], [2.8200, -0.9911, 0.7635], [-1.0475, -0.0859, 0.0712], [-0.0208, -0.4235, 0.3881], [-0.7492, -0.0498, 0.7326], [-0.5149, -0.2061, -0.3337], [0.3672, 0.7770, -0.5003], [0.1914, 0.3090, 0.1366], [0.0394, -0.1548, 0.5732], [-1.8041, 0.2120, 0.3051], [0.6853, -0.4297, -0.9925], [0.8042, -1.0605, 0.9678], [0.1569, -0.3567, -0.8870], [-0.6587, 0.0755, 2.4182], [0.7516, -0.3885, -1.4357], [-1.3433, 0.7582, -0.2647], [0.3809, 0.0321, 0.4068], [0.9645, -0.4756, -0.4617], [0.3990, 0.7013, -0.1106], [0.1227, 0.1395, 0.0715], [-0.0620, 1.6178, 0.3568], [-0.4993, -0.8336, -0.4702], [0.4254, -0.8265, 0.2756], [-0.2916, -0.8273, 0.6909], [-0.4014, -1.2033, 0.5346], [-0.3191, 0.8813, -0.1617], [2.3606, 0.9046, 1.9096], [-1.8506, -0.5827, -0.8697], [-1.2734, -0.3469, -0.1265], [0.1676, 0.6812, -0.0074], [0.1782, 0.1992, 0.1819], [-0.2605, -0.2224, -0.3639], [-0.4545, 0.3712, -0.4686], [1.0607, 1.8223, -1.5886], [0.6381, -0.8045, 0.3630], [0.3148, -0.3479, 0.3446], [3.5100, 0.5647, -0.3196], [-0.1425, -2.0393, -0.6540], [-0.1596, -0.0706, 0.4165], [-1.0000, 1.7927, 0.8510], [0.2658, -0.0923, 0.0730], [-0.2000, 0.2265, -0.0642], [0.1274, -0.3965, -0.5286], [-0.4590, 0.3263, -0.2560], [-0.5715, -0.3645, 0.0780], [-1.1212, -0.1014, -0.2019], [0.3685, 0.0897, 0.3465], [-0.7372, 0.5481, -0.2020], [0.4845, 0.4619, 0.9733], [-0.6477, -2.1479, -0.2090], [-0.5037, -0.7879, -0.6516], [-0.3065, 0.5088, -0.0216], [1.1834, -1.0180, 0.8553], [-0.0135, 0.0023, -0.1013], [-0.4641, 0.8624, -0.5571], [0.2845, 0.1481, -0.2710], [-0.4062, 0.2241, 0.2951], [-0.2811, -0.2523, -0.8568], [0.0615, 1.3559, -0.3592], [0.4835, 0.8547, 0.4278], [0.0700, -0.0905, 0.3933], [-0.1273, -0.7223, 0.5540], [1.5323, -0.5368, -1.9568], [-0.4645, 0.7156, 1.2129], [0.7834, 0.0617, 0.2841], [0.3971, 2.8525, 1.3177], [0.6432, -1.6609, 0.1868], [-0.9307, -1.9016, -1.4618], [-0.3685, 0.3169, -0.1123], [-0.2400, 0.2097, -0.6951], [-0.3259, 0.6801, 0.5847], [-0.8452, -0.3995, 0.3048], [-0.4262, 0.1069, 0.5435], [0.3077, 0.2349, -0.5835], [0.4519, -0.7445, 1.4139], [-0.6829, 1.8375, 0.0982], [0.2640, -0.4378, -0.2066], [-1.9747, -0.9475, 2.7428], [1.2938, 0.9751, 0.2454], [1.0245, 0.2814, -2.4392], [0.4944, 0.1842, -0.9252], [-0.6595, -0.1760, -0.3897], [0.3017, -0.6813, 0.0024], [-0.1711, 0.1501, -0.5647], [-0.1930, -0.5182, 0.1404], [1.3429, 1.3161, 0.6758], [0.4599, -0.2214, 0.1261], [0.7604, 0.6813, -0.1784], [-0.7138, -0.5679, -1.7818], [-1.0689, 0.8907, 1.1941], [0.3553, -0.1361, 0.6978], [-0.9552, -0.6329, -0.4480], [0.0151, -1.0129, -0.4878], [0.5103, 0.4617, -0.3289], [-0.0879, 0.0003, 0.0186], [-0.4258, -0.7356, 0.4844], [1.2590, 0.4653, 0.6100], [-0.2335, -0.2557, -0.3847], [-0.8710, -0.3140, 1.0164], [-1.2855, 0.4247, 2.9014], [1.9276, -0.8334, -1.8939], [-0.7661, 0.2586, -1.7004], [0.9009, 0.0916, 0.1944], [-0.9947, -0.3298, 0.4502], [-0.3237, 0.1976, -0.6272], [-0.1324, 0.3284, 0.1233], [0.4544, -0.0061, -0.5853], [-1.1268, -1.8316, -0.2561], [0.3613, 0.0244, 1.5174], [0.1985, 0.0931, -0.4476], [-0.2551, -2.5491, 0.6342], [1.4863, 0.9855, 0.5302], [-1.0373, 0.7289, -0.3811], [0.5684, 1.2893, -1.4187], [0.6539, 0.0526, 0.0197], [-0.0838, 0.8235, -0.3247], [-0.9112, 0.2552, -0.5254], [0.1646, 0.1904, 0.6560], [-1.0031, 0.8057, -0.1943], [-0.0536, -1.1932, 0.1015], [0.2776, -0.0378, 1.4771], [1.6526, -0.8129, -1.1408], [-1.9504, -0.7263, 0.0784], [0.4219, 0.6570, 0.3931], [1.0690, 0.3927, -0.5422], [-0.3146, 0.2018, 0.0308], [0.1686, -0.1936, -0.1329], [-0.6506, 0.4995, 0.0200], [0.3064, 0.4813, -0.1175]],
  "lowdin_charge": [-0.01, -0.24, -0.06, 0.06, -0.58, 0.16, 0.08, 0.08, 0.08, 0.09, 0.14, 0.15, 0.13, -0.02, -0.26, -0.07, 0.05, -0.58, 0.13, 0.08, 0.09, 0.08, 0.08, 0.16, 0.12, 0.15, -0.02, -0.27, -0.04, 0.08, -0.59, 0.18, 0.06, 0.10, 0.07, 0.09, 0.14, 0.13, 0.13, -0.02, -0.25, -0.09, 0.05, -0.59, 0.17, 0.06, 0.08, 0.11, 0.09, 0.14, 0.12, 0.10, -0.03, -0.24, -0.05, 0.01, -0.57, 0.12, 0.10, 0.08, 0.06, 0.10, 0.13, 0.15, 0.12, -0.02, -0.23, -0.05, 0.01, -0.55, 0.16, 0.06, 0.09, 0.10, 0.07, 0.13, 0.10, 0.10, -0.01, -0.27, -0.07, 0.06, -0.56, 0.15, 0.05, 0.07, 0.09, 0.10, 0.17, 0.13, 0.14, -0.01, -0.27, -0.04, 0.05, -0.60, 0.11, 0.13, 0.09, 0.08, 0.10, 0.14, 0.15, 0.13, -0.10, -0.13, -0.21, 0.60, -0.26, -0.26, -0.18, 0.15, 0.07, 0.09, 0.14, -0.10, -0.18, -0.20, 0.63, -0.24, -0.22, -0.19, 0.15, 0.11, 0.11, 0.10, -0.12, -0.14, -0.20, 0.59, -0.25, -0.20, -0.19, 0.16, 0.13, 0.15, 0.12, -0.09, -0.17, -0.17, 0.62, -0.23, -0.24, -0.18, 0.09, 0.12, 0.12, 0.12, -0.16, -0.16, -0.20, 0.64, -0.25, -0.23, -0.20, 0.13, 0.13, 0.11, 0.13],
  "charge": 0,
  "spin_multiplicity": 1,
  "homo_ev": -10.72,
  "lumo_ha": -0.0031,
  "orbital_gap_ev": 10.6
}

What are the molecular weight values for these records? In order: 133.22; 115.14; 1437.30 g mol⁻¹.
What are the energy above the lowest of the compared OMol25 structures with the same formula, charge and spin values for these records? In order: 113.3; 76.8; 0.0 kcal/mol.
What are the max |F| values for these records? In order: 5.3; 1.4; 4.2 eV/Å.